Formula: C30H49BFIN8O
Source: the Open Molecules 2025 dataset
Level of theory: ωB97M-V/def2-TZVPD

HOMO in eV: -10.10
2S+1: 1
E_tot in Ha: -2108.17544
Net charge: 0

Geometry as XYZ:
```
91
Properties=species:S:1:pos:R:3:forces:R:3
C -3.17799 3.17205 1.38154 0.183 0.594 -0.381
C -2.69036 3.99749 0.17082 -0.476 -0.092 0.006
B -2.86076 3.27752 -1.20530 -0.520 0.239 0.277
O -3.89733 3.65628 -2.04215 0.714 0.218 0.292
C -1.86117 2.10550 -1.74209 0.269 0.835 -0.551
C -0.82119 1.96198 -0.73617 0.992 -1.644 2.639
N -0.19040 1.63797 0.19572 -0.892 1.008 -2.029
C -1.19709 2.66881 -3.01944 0.422 0.140 0.603
C -0.18195 1.77890 -3.64771 -0.134 -0.152 -0.689
N -0.16213 1.67075 -4.90440 -0.003 -0.052 -0.003
C -2.63319 0.75144 -1.90763 -0.071 0.312 -0.004
I -3.46462 0.50475 -3.89450 0.038 0.002 -0.013
C -3.79145 0.78356 -1.03930 -2.400 -0.141 1.645
N -4.71920 0.75651 -0.33188 1.763 0.131 -1.284
C -1.85646 -0.48226 -1.48361 -0.266 -1.060 0.075
C -2.62658 -1.77761 -1.53508 0.329 0.004 -0.061
F -0.74485 -0.63264 -2.27732 0.565 0.049 -0.497
H -2.81020 3.61678 2.29131 0.285 0.010 0.391
H -2.85945 2.15008 1.32331 0.062 -0.447 0.213
H -4.25148 3.22579 1.44119 -0.468 -0.299 -0.090
H -1.67651 4.33344 0.34850 0.507 -0.164 -0.076
H -3.28545 4.90070 0.12514 -0.182 0.325 -0.063
H -3.50841 4.03014 -2.83771 -0.414 -0.240 -0.605
H -0.67000 3.57176 -2.71472 0.133 0.273 0.151
H -1.90959 2.98392 -3.75972 -0.363 -0.118 -0.396
H 0.50609 1.22014 -3.02838 0.163 0.098 0.489
H 0.58220 1.03500 -5.17432 0.138 0.080 -0.342
H -1.49627 -0.36881 -0.47198 0.052 0.502 0.386
H -3.49793 -1.75402 -0.90009 -0.408 0.056 0.016
H -2.85926 -2.02089 -2.56106 -0.362 -0.036 -0.204
H -1.98112 -2.55824 -1.15922 0.254 -0.246 0.170
C 3.21362 -2.92217 -7.21278 0.006 0.008 0.027
C 2.42731 -2.57811 -5.95415 0.195 -0.051 -0.094
C 1.10072 -1.87579 -6.25776 0.169 0.011 0.069
C 1.30047 -0.60176 -6.95145 -0.186 -0.573 0.256
N 1.45748 0.40623 -7.46770 0.169 0.516 -0.305
H 3.49820 -2.02457 -7.76381 -0.046 0.016 -0.016
H 4.12959 -3.45296 -6.95580 -0.010 -0.033 -0.005
H 2.62929 -3.56120 -7.87698 0.004 -0.012 -0.006
H 3.04104 -1.94737 -5.30738 -0.084 0.057 0.033
H 2.19976 -3.48671 -5.40054 0.025 0.000 0.002
H 0.56399 -1.66849 -5.32957 -0.082 0.024 -0.016
H 0.46900 -2.51292 -6.87889 -0.034 -0.006 -0.006
C -2.44560 -3.24566 2.01820 0.018 0.036 -0.059
C -1.10025 -2.53359 1.93077 -0.144 -0.196 -0.029
C -0.88299 -1.52390 3.06229 -0.033 -0.056 -0.201
C -1.90771 -0.47822 3.03683 0.177 -0.030 0.094
N -2.71457 0.33655 3.00600 -0.101 0.013 0.031
H -3.27552 -2.54239 1.92995 0.005 0.025 0.049
H -2.54561 -3.97455 1.21330 0.001 -0.032 0.018
H -2.54750 -3.77558 2.96621 -0.014 -0.007 0.005
H -1.02413 -2.02051 0.96994 0.097 0.049 0.031
H -0.29604 -3.27009 1.96417 0.060 0.062 0.030
H 0.09454 -1.05041 2.96358 0.011 0.036 0.023
H -0.91968 -2.02360 4.03190 0.005 -0.014 0.025
C 3.54442 0.54719 5.72077 -0.081 -0.169 -0.097
C 2.24977 0.48020 4.91930 0.183 0.081 0.066
C 1.04629 0.01964 5.75201 0.232 -0.009 -0.213
C 1.26239 -1.32888 6.28014 -0.202 0.171 0.073
N 1.42969 -2.38570 6.69324 0.036 -0.163 -0.017
H 3.82826 -0.43571 6.10125 -0.070 -0.005 0.045
H 4.35981 0.90800 5.09934 -0.055 -0.029 0.075
H 3.44367 1.22602 6.57013 0.025 0.012 0.008
H 2.38511 -0.19542 4.07172 -0.067 0.000 -0.020
H 2.02802 1.46709 4.50814 -0.096 -0.029 -0.023
H 0.14445 0.00889 5.14057 -0.088 0.031 0.077
H 0.87609 0.70257 6.58469 -0.017 -0.028 0.056
C -2.86631 -5.13334 -4.98532 0.005 -0.011 0.032
C -2.30072 -4.78695 -3.61276 -0.165 -0.075 -0.133
C -0.96709 -4.03511 -3.69007 -0.079 -0.221 0.011
C 0.05343 -4.84599 -4.36202 -0.557 0.517 0.428
N 0.83524 -5.49682 -4.88106 0.502 -0.448 -0.371
H -2.20056 -5.80105 -5.53330 0.036 0.027 -0.006
H -3.82683 -5.63763 -4.88609 -0.017 0.019 -0.007
H -3.01824 -4.23412 -5.58565 -0.003 0.004 -0.011
H -2.16828 -5.70159 -3.03263 0.045 0.022 0.049
H -3.01754 -4.16651 -3.07188 0.068 -0.013 0.029
H -0.60609 -3.79066 -2.69090 0.068 0.054 -0.028
H -1.08829 -3.10037 -4.24036 0.017 0.040 0.002
C 3.88962 4.59268 7.75313 0.030 0.015 0.002
C 4.74003 5.52514 6.89778 -0.111 -0.048 0.185
C 4.76038 5.12312 5.41893 0.107 0.002 0.180
C 5.31843 3.78002 5.24866 -0.087 0.132 -0.109
N 5.74609 2.72181 5.13715 0.215 0.064 -0.033
H 4.28376 3.57549 7.74475 -0.002 -0.006 -0.044
H 3.87660 4.92987 8.78902 -0.025 0.008 0.003
H 2.85846 4.56286 7.39539 -0.008 -0.008 0.002
H 5.76045 5.54108 7.28364 0.031 0.026 -0.057
H 4.35310 6.54231 6.97547 0.030 0.024 -0.080
H 5.36449 5.82114 4.84004 -0.007 0.000 -0.059
H 3.75057 5.13173 5.00674 -0.018 -0.015 -0.033
```
Positions in Å, forces in eV/Å.